[1]
Computed, not measured: a 3-piece molecular cluster, C20H29BrClN2O8PS2 overall at a distorted geometry, with ωB97M-V/def2-TZVPD.

The geometry in XYZ format:
```
64
Properties=species:S:1:pos:R:3:forces:R:3
Br 6.19548 2.71540 0.53825 0.0104 0.2718 -0.0260
H 0.56964 -5.43301 -1.80611 -0.0541 0.0618 0.0161
C -1.99408 1.98106 -1.21033 0.1639 0.4583 0.3905
O 4.23239 1.29242 -0.69136 0.0532 -0.1391 0.0610
H -1.82483 1.28378 -2.01494 -0.1305 -0.1547 -0.0969
C 4.51363 2.39340 -0.36447 -0.2467 -0.4925 -0.2258
O -2.31278 -7.87037 0.81064 0.1476 -0.0921 0.0843
H 1.47994 -1.49252 -1.20651 -0.0048 -0.0181 0.0144
C 2.22173 5.53253 0.27567 0.0498 -1.5979 -0.6660
H 0.20780 -7.14413 -1.55046 0.0032 0.0157 0.0132
H 2.70225 3.15938 -1.04114 -0.2299 -0.0645 0.1070
Cl 1.57874 5.08640 -2.77674 -0.1028 -0.1044 0.2034
C 3.47750 4.60210 0.44378 0.1367 -0.2201 -0.1353
H 4.10777 4.05609 -1.54618 0.0477 0.1413 -0.1236
N 2.46339 7.35593 2.08266 0.0391 0.8740 0.7574
H -0.40670 -1.71934 3.00869 -0.0085 0.0568 -0.1387
P 2.44033 6.38502 -1.40275 0.3832 0.6112 -0.2208
O -0.85587 -2.81425 -0.31579 -0.1714 0.0322 -0.0705
O -1.71748 -8.99390 -1.31844 0.0921 -0.1193 0.1084
H 1.06517 3.66134 0.19033 0.3000 -0.0859 -0.2729
O -1.24146 -0.66320 0.85492 -0.1896 -0.1135 -0.0040
H -4.42413 -8.47035 -1.92806 0.0255 -0.0043 -0.0084
H -0.84670 5.95014 0.64245 0.2225 0.2339 0.1112
H -3.56614 0.87112 -0.29195 -0.1034 -0.0717 0.0956
H -3.89661 2.50901 1.53403 -0.0864 -0.0603 0.0144
H 0.90318 7.57973 -0.40439 -0.2257 0.1469 -0.1574
H -0.33370 5.62189 -1.00899 0.1796 0.1083 -0.0524
C -2.96251 1.76322 -0.23971 -0.0684 -0.1225 -0.2961
H 1.23957 -2.27778 3.26526 0.1012 0.0812 -0.1590
C 3.36836 3.91049 1.72443 -0.1714 0.2746 -0.1899
H 4.38990 5.19395 0.48531 0.0175 0.2250 -0.0116
C 0.36099 -2.39823 2.63526 -0.1629 -0.2609 0.5024
C -3.14452 2.68042 0.77767 -0.0013 0.1405 0.2940
H -0.46137 -6.31774 -2.95025 0.0009 0.0754 -0.0113
C -0.20300 -6.19664 -1.89816 -0.0170 -0.2509 0.0260
C -1.35577 4.02944 -0.08235 0.0998 0.1324 -0.1026
N 3.18364 3.38007 2.71830 -0.0135 -0.3891 0.6219
H 0.63405 -4.49303 2.20263 0.0419 -0.0006 0.0662
C 3.63652 3.57570 -0.68998 0.4612 0.2768 0.0825
C -0.11023 -3.83886 2.65691 -0.0879 0.0076 -0.2355
H 1.12398 0.08293 -0.43269 -0.0013 -0.0049 0.0230
S -2.53860 -8.08020 -0.58699 -0.2452 0.2513 -0.2162
C -0.39478 5.20419 -0.01012 -0.5976 -0.5016 -0.0206
C -4.23033 -8.48099 -0.85910 -0.0771 0.0170 -0.0068
C -1.19783 3.11342 -1.12060 -0.1239 -0.2908 -0.0323
O 0.78118 -1.97765 1.31860 0.0434 0.0590 -0.1224
H -2.45301 4.52424 1.67640 -0.1481 0.0260 0.1413
H -1.19834 -5.74527 -0.02704 -0.1087 -0.1015 0.0237
S -0.34518 -1.60931 0.26530 0.4723 0.0950 0.0864
H -1.75778 -4.80479 -1.39484 -0.2184 -0.0690 -0.0031
C 0.69942 -0.80233 -0.89814 0.0465 0.0359 -0.0251
H -4.84973 -7.75463 -0.34087 0.0142 0.0122 0.0041
H -0.43188 3.26626 -1.86843 0.0892 0.1444 -0.0509
O -2.54452 -6.67454 -1.32179 -0.1305 -0.0955 0.0187
H 0.83219 4.62694 1.60731 0.0682 -0.2498 0.1924
H 0.08053 -0.52673 -1.74899 -0.0488 -0.0239 0.0207
H -0.28247 -4.15898 3.68424 0.0404 0.0353 0.0258
H -1.03992 -3.96104 2.10188 -0.0094 0.0152 0.0292
C 2.34745 6.55171 1.28312 -0.1303 -0.0881 -0.4387
H -4.39343 -9.47757 -0.45540 0.0595 -0.0080 0.0143
C 0.94386 4.68261 0.52801 -0.3949 0.7937 0.2195
C -1.42105 -5.79107 -1.09299 0.4878 0.3018 -0.0500
O 1.29945 7.53237 -1.28584 0.1204 -0.0463 0.2341
C -2.34324 3.81368 0.87083 0.2912 -0.1710 -0.4324
```
Forces are in eV/Å.

Summary:
E_HOMO, eV: -9.42
Structure (SMILES): N#C[C@@H](CC(=O)Br)[C@](C#N)(CCc1ccccc1)P(O)Cl.CCOS(C)(=O)=O.CCOS(C)(=O)=O
Gap between HOMO and LUMO, hartree: 0.3455
Net charge: 0
DFT total energy, eV: -154094.4923
Strongest force on any atom, Eh/bohr: 0.03368

---

[2]
Computed, not measured: C20H29F6FeNO10 as an isolated structure at a distorted geometry, with ωB97M-V/def2-TZVPD.

The geometry in XYZ format:
```
67
Properties=species:S:1:pos:R:3:forces:R:3
C 4.42255 1.03128 1.54124 -1.0350 -1.1433 1.1316
C -3.28145 2.12435 -0.81421 -0.1026 1.7537 1.5664
F -3.77605 3.25329 -0.16918 0.3273 -0.4722 -0.4869
O -2.57917 -0.08507 0.00015 -1.3107 0.1168 0.1194
H 1.75245 -2.97958 -1.03755 0.8534 0.4233 0.6896
H 3.88214 0.67121 -2.19317 -0.8538 -0.8962 0.4775
H -1.49950 0.34009 -2.41303 0.1834 -1.0657 -0.0242
H 4.16805 3.03399 -2.69468 0.0413 -0.1750 -0.0798
C -0.42562 0.51777 -2.52960 -0.8816 1.1335 -0.6977
C 3.06304 1.53059 0.96190 -3.2440 1.5379 -0.2081
H 2.66534 -3.02335 1.10813 -0.0859 -0.2802 0.0221
H 2.60935 -1.72181 2.21067 -0.5840 0.5018 0.1077
H -0.89199 -1.67753 -1.20856 -0.0545 -0.1553 -0.1953
H -1.97978 -2.64300 2.88409 -0.7491 -0.2190 -0.2596
C -2.41372 0.45180 5.28300 1.6074 -0.3833 -1.5374
C -2.31018 -1.73672 3.37754 3.5957 2.3070 -1.1865
C 3.77384 1.34633 -1.33491 0.0569 1.6876 -1.7295
O -0.41171 1.20368 4.34041 0.0819 -0.0064 -0.5428
C -1.36038 0.41179 4.29201 -0.1278 1.1476 2.0685
N 0.42634 -0.19055 -1.57979 0.7615 -1.0666 -0.9221
H 1.32564 -0.17294 -2.05990 0.4031 0.6685 0.7599
F 4.23732 0.45643 2.75210 0.2130 0.2336 -0.3412
C -3.20773 -1.74499 4.43089 -0.9483 -3.8346 0.7795
H -2.86421 1.61184 1.22009 -0.8061 -0.3189 0.0840
H 1.39565 1.50543 -5.79278 0.4713 0.3478 -0.0460
H 3.20830 3.47540 -1.31317 -0.1383 -0.0953 0.0770
C 1.95815 -2.37047 1.63021 0.8738 -0.2186 -0.5305
F 5.01548 0.06232 0.78489 0.2527 0.5459 0.2312
C 0.04112 0.32549 -3.99096 -0.4074 0.0700 0.2950
C -3.27450 -0.60543 5.42810 -2.9974 1.1786 1.3966
H 0.26394 -3.24010 -0.18108 0.0581 -0.1604 0.1330
F 5.28815 2.05055 1.74209 0.0703 -0.3971 -0.4889
C -3.49884 -2.21540 0.09606 -0.1471 0.1287 -0.8342
H 2.47079 2.54441 -2.63002 -0.1304 -0.1036 0.0857
H -0.28000 -0.65114 -4.37572 0.4061 -0.2593 -0.0262
H 1.31686 -2.97304 2.26843 -0.3602 0.2224 -0.0246
O -0.56024 -0.50944 2.28159 0.2743 -0.9073 -0.2391
H -3.84337 -0.85792 1.56154 0.0055 1.1785 0.1418
H -3.43072 -2.32686 -0.99343 -0.1219 0.0535 -0.0468
C 3.37100 2.67300 -2.03461 0.5739 0.1499 0.3735
C 0.95500 -2.45390 -0.50076 -1.4237 0.0871 -1.2917
C 0.14415 -1.64593 -1.56491 -1.5869 0.4882 1.3904
H 4.82383 1.37966 -1.03421 -0.2210 0.3200 0.8045
F -2.52683 2.63313 -1.82122 -1.0028 -0.8278 -0.1568
O 2.80577 1.03430 -0.36409 1.5376 -1.3505 -0.6900
H -4.30131 -2.86411 0.44915 0.1273 -0.0639 0.1736
C -2.46129 1.32366 0.24297 2.2186 -0.7902 0.7906
H -0.52103 1.58538 -2.31137 1.1093 -0.0053 0.2884
O -4.21671 -0.54868 6.29527 0.9071 -1.0129 -0.8371
O -3.84455 -2.84105 4.57598 0.0046 1.8993 0.5756
H -2.43524 1.26517 5.99219 0.0538 0.0554 0.0266
H 0.13838 -2.09201 -2.56380 0.4303 -0.2599 0.0804
H 1.78062 -0.15980 -5.97174 0.5752 -0.2587 0.1046
O -1.14246 1.58465 0.25198 -0.5525 0.4570 -1.0314
H 3.14288 2.62099 0.82586 0.8204 0.1856 0.1467
C -1.36156 -0.66819 3.23615 -1.8527 -0.5769 -0.1369
Fe 0.40226 0.24005 0.67435 -0.4115 2.1034 1.1330
H -2.53067 -2.52949 0.48490 -0.1481 -0.0244 0.3604
H -0.39608 1.04836 -4.68995 -0.2945 0.2362 0.3235
O 1.89859 1.32860 1.64236 1.9295 -1.0645 -0.5889
C -3.75989 -0.75371 0.47742 1.0410 -1.7489 -0.6514
H -4.64888 -0.40977 -0.04740 -0.1631 0.2235 0.3578
O 1.44773 0.49823 -4.02516 0.0850 -0.3564 -0.0835
C 1.97758 0.70115 -5.32222 -1.2650 0.0968 0.6038
H 3.01766 0.95640 -5.14564 0.0982 -0.0837 -0.5520
F -4.41532 1.51426 -1.24804 0.9342 0.1136 -0.7646
O 1.26107 -1.64305 0.61312 1.0249 -1.0704 -0.4686
```
Forces are in eV/Å.

Summary:
E_HOMO (spin up / spin down), eV: -0.48 / -0.48
Gap between HOMO and LUMO (spin up / spin down), hartree: 0.1496 / 0.1495
Net charge: -2
2S+1: 5
DFT total energy, eV: -93865.8056
Strongest force on any atom, Eh/bohr: 0.08622

---

[3]
Computed, not measured: one molecule with the formula C20H29N3O3 at a distorted geometry, with ωB97M-V/def2-TZVPD.

The geometry in XYZ format:
```
55
Properties=species:S:1:pos:R:3:forces:R:3
H 1.70223 -2.59240 -0.40168 -0.0474 -0.0202 -0.1023
C -2.92520 1.90934 1.06537 0.7476 0.1364 0.3879
C -5.02493 -0.22994 -1.18522 -0.1639 0.1257 -0.2341
H 3.84544 1.38246 -0.02071 0.0312 0.0790 0.0234
C -0.19473 -1.61173 -0.76013 -0.0639 -0.1149 -0.1815
O -3.02465 2.22774 -0.22742 -0.6131 -0.2427 0.2802
C -1.66858 2.18152 1.50830 -0.6119 -0.0489 -0.2560
C 0.42542 3.09645 0.21872 0.1507 0.0139 -0.2077
H 4.68486 -0.79539 -0.91141 -0.0026 0.0003 0.1466
H 1.55287 1.34651 1.78444 -0.0202 -0.0075 0.0640
C 1.30370 0.92073 0.80866 0.0413 -0.2728 0.0788
H -0.54235 -1.03527 -2.78718 0.0696 0.0267 -0.1047
H -6.01014 -0.06896 -0.74897 0.0404 0.0001 -0.0818
H 4.80448 -1.41348 0.75302 -0.0583 0.0262 -0.0740
H -1.26456 2.04867 2.48934 0.0536 -0.0574 0.2448
H 0.31980 0.42943 0.88080 0.0803 0.0778 0.0604
H 0.91203 -2.77210 1.39273 0.0476 -0.0187 0.0503
H -5.11020 -0.94474 -2.01006 0.0128 0.0302 0.0311
H 0.78914 3.49187 1.17128 -0.0645 0.0613 -0.0802
H -3.83373 -1.34246 1.96271 -0.0315 -0.0236 0.1207
H 0.06234 -1.63723 2.43996 0.0448 0.0343 0.1301
C -2.81032 -1.70069 1.99985 -0.0466 0.0322 -0.1155
C -1.01164 2.70061 0.35858 -0.5470 -0.1907 0.1443
H -2.82594 -2.75471 2.27632 -0.0224 -0.0592 0.1049
O 6.10768 0.12637 0.28577 0.3819 0.1843 0.0855
H 1.03256 2.30725 -2.20051 -0.0370 -0.0080 -0.0458
H -2.88816 -0.50816 -2.49624 -0.0908 0.0508 -0.0642
H -4.63456 0.72114 -1.55973 -0.0114 -0.0695 -0.0007
C -2.91560 -1.02170 -0.40525 0.1984 -0.0773 0.0437
N 2.15662 -0.65511 -0.90951 -0.0283 -0.1283 -0.0527
H 3.93602 0.73804 1.61252 -0.0146 0.0812 0.0645
C -0.80264 -1.82214 0.48417 -0.1164 0.0112 -0.1984
N 1.29344 1.99516 -0.16834 0.1298 0.0764 0.0480
C 0.97614 1.47948 -1.48946 0.0357 -0.1943 -0.2185
C 1.28332 -1.81127 -1.04069 0.0394 -0.0379 0.0442
C 1.99702 0.40572 -1.88171 -0.0885 0.2405 -0.0266
C 4.85220 -0.50506 0.13345 -0.4398 -0.0756 -0.0809
H -3.79617 1.49946 1.53539 -0.1956 -0.0844 0.0123
H 6.79722 -0.46882 -0.02446 -0.0742 0.0514 0.0173
O -4.22883 -0.73743 -0.14211 0.3503 -0.1358 0.2094
C -0.98508 -1.16178 -1.80946 -0.0188 -0.1920 0.1671
H 1.71650 -0.03209 -2.84115 0.0458 0.0038 -0.0307
C -2.15303 -1.51216 0.66312 -0.2395 0.0915 -0.0364
H 2.28311 -0.96725 1.12684 -0.0406 0.0102 -0.0099
C 3.76610 0.47117 0.56888 0.1932 -0.4218 -0.1588
H -2.27242 -1.15771 2.77601 0.0289 0.0043 0.1191
H 1.38830 -2.15398 -2.07533 -0.0207 -0.0608 0.0846
H -0.63785 -3.21322 2.09452 0.0208 -0.0379 0.1015
H -0.04280 1.06649 -1.52770 0.1383 0.1340 -0.0225
N -1.83506 2.71186 -0.65728 0.8775 0.5339 -0.5729
C 2.36021 -0.12941 0.42769 0.1889 0.2516 0.3026
C -2.32464 -0.86570 -1.65005 -0.2299 0.0955 -0.0575
H 0.50936 3.86994 -0.54803 -0.0095 0.0397 0.1049
C -0.06673 -2.39225 1.66399 0.0258 0.0115 -0.1273
H 2.97240 0.88692 -2.00268 -0.0260 0.0642 -0.1309
```
Forces are in eV/Å.

Summary:
E_HOMO, eV: -7.80
Structure (SMILES): COc1ccc(CN2CCN(Cc3ccon3)C[C@@H]2CCO)c(C)c1C
Gap between HOMO and LUMO, hartree: 0.3144
Net charge: 0
DFT total energy, eV: -31821.4918
Strongest force on any atom, Eh/bohr: 0.02287

---

[4]
Computed, not measured: C20H29N4OSSi2V as an isolated structure at a distorted geometry, with ωB97M-V/def2-TZVPD.

The geometry in XYZ format:
```
58
Properties=species:S:1:pos:R:3:forces:R:3
H 3.62503 -0.75501 -0.69215 0.0266 0.0240 0.0371
C -0.91949 -1.43735 3.90841 0.3975 -0.1562 -0.3762
H 1.20700 -3.17420 -4.14784 0.0106 0.0226 -0.0250
C -3.26055 -0.75922 -2.40076 0.1196 0.0138 0.0411
H -2.93517 0.83629 -0.99391 0.0359 -0.0209 0.0338
Si 2.01189 -1.42804 -2.50962 -0.0205 0.1586 -0.0701
H 2.03738 -3.70112 2.00906 0.0015 -0.0071 -0.0070
H 2.83865 -2.61644 -4.49927 -0.0151 0.0449 -0.0107
H -1.61165 -3.97803 -0.03489 0.0156 -0.0025 -0.0296
C -2.62832 0.75894 3.85708 -0.0291 0.1031 -0.1665
C -1.57103 1.59115 1.78998 0.0423 0.3761 -0.2423
O 0.03338 -0.67080 1.85703 0.3497 -1.5165 3.2390
H 4.34768 -0.60095 -2.29077 0.0000 -0.0040 0.0000
Si 0.77081 -3.23814 -0.08548 0.0920 -0.2011 -0.1210
H -0.89803 -3.11240 -3.09564 -0.0198 0.0091 -0.0023
H 3.11943 -3.16292 0.73004 -0.0162 -0.0099 -0.0376
H 0.45700 4.40497 -1.38399 0.0105 0.0238 0.0016
C -0.67909 -1.47126 -1.72684 -0.3156 -0.4845 -0.5321
V -0.00811 -0.24804 0.26617 2.8448 0.6804 -3.3299
H 1.05445 0.85523 -3.00785 0.0121 0.0148 -0.0322
C -1.72159 0.57858 2.80337 0.2895 -0.5086 0.0910
H -0.90431 -4.10966 1.57006 0.0095 -0.0001 0.0057
H -4.26711 -0.46116 -2.65259 0.0016 0.0144 0.0015
H 1.04291 -5.67393 -0.40499 -0.0263 0.0173 0.0225
S 1.66816 1.17413 -0.35160 0.0445 0.1024 -0.1213
H 2.15400 -1.98535 1.61185 0.0243 -0.0011 0.0519
N 1.01276 3.56793 -1.32884 0.0057 0.0140 0.0220
C -2.53723 -0.04360 -1.48413 -0.2480 0.1991 -0.1071
C 2.14398 -2.98802 1.18808 -0.2362 -0.0887 -0.1992
H 4.18153 -2.18907 -1.55325 -0.0416 -0.0194 -0.0121
C -1.37894 -2.24687 -2.66114 -0.0935 0.1129 -0.0546
H -0.24128 -2.28142 3.91397 -0.0179 0.0095 0.0330
H 1.96118 3.58132 -1.65556 0.0138 0.0480 -0.0537
N -0.79772 1.48048 0.75650 -0.9087 0.5533 0.8490
H -1.89736 -1.95329 5.73080 0.0336 0.0058 0.0082
H 0.46540 -4.94634 -1.90363 -0.0067 0.0066 0.0071
C -0.84867 -0.53709 2.84979 -1.2270 0.6084 0.9452
H 2.23302 0.38139 -4.23028 0.0188 -0.0329 -0.0008
N -0.56664 2.60338 0.02432 -0.2494 0.8012 -0.3231
H 2.16422 -4.80749 -1.44728 -0.0147 -0.0143 0.0536
C -0.95596 -3.47812 0.68095 0.3028 0.0871 -0.0525
H -3.22544 -2.46783 -3.71250 0.0035 -0.0030 0.0016
C 2.15831 -2.89482 -3.69049 -0.0618 0.0868 0.2474
C -2.69336 -0.13945 4.89650 0.0153 -0.1081 0.0951
C -1.83957 -1.24319 4.91734 -0.1209 0.1430 -0.0196
C 3.69257 -1.21992 -1.67399 -0.2562 0.0217 -0.1482
N -1.27658 -0.39783 -1.16981 -1.0360 -0.4916 -0.8482
C 1.42685 0.01460 -3.59137 0.1278 -0.1654 0.1631
H -3.28356 1.62124 3.83857 0.0164 0.0051 0.0163
C 1.14496 -4.80555 -1.06095 -0.0286 0.1769 0.1310
H -1.45583 -2.55061 0.97590 -0.0528 -0.0552 0.0408
H 0.62053 -0.31890 -4.25029 0.0252 -0.0493 -0.0077
H 2.57340 -3.77933 -3.20828 0.0019 0.0347 -0.0598
C 0.65963 -1.66568 -1.17593 0.0596 -0.2425 0.5521
C 0.59738 2.56156 -0.55038 -0.0092 -0.3836 0.2956
C -2.66513 -1.88354 -2.99379 0.0647 0.0201 0.0373
H -3.39557 0.01375 5.70386 -0.0206 -0.0031 -0.0257
H -2.05879 2.55077 1.94459 0.0548 0.0305 -0.0073
```
Forces are in eV/Å.

Summary:
E_HOMO (spin up / spin down), eV: -11.50 / -11.46
Gap between HOMO and LUMO (spin up / spin down), hartree: 0.2747 / 0.2877
Net charge: +1
2S+1: 2
DFT total energy, eV: -81493.8423
Strongest force on any atom, Eh/bohr: 0.08619